No. 1
Computed, not measured: C56H77AsBN9PRbS4 as an isolated structure, with wB97M-V/def2-TZVPD.

Structure (ORCA input):
```
! wB97M-V def2-TZVPD RIJCOSX def2/J DEFGRID3
* xyz 0 1
Rb 0.4099 1.4022 -0.0334
C -3.4103 6.7295 -0.8128
C -4.5516 5.8084 -0.3984
C -5.8302 6.3090 -1.0779
C -4.6939 5.8772 1.1299
N -4.3790 4.3745 -0.7608
C -5.3810 3.4829 -0.3841
C -4.9517 2.2401 -0.6439
N -3.6923 2.3294 -1.1873
B -2.7587 1.1465 -1.5534
N -2.7072 1.0624 -3.0947
C -3.7765 1.3802 -3.9042
C -3.3435 1.4326 -5.1728
N -1.9776 1.1798 -5.1632
C -1.6059 0.9047 -3.8683
S -0.1350 0.2938 -3.3177
C -1.1638 1.2404 -6.4059
C -1.0089 -0.1856 -6.9428
C -1.9243 2.0947 -7.4267
C 0.2074 1.8905 -6.1921
N -3.3725 -0.1493 -0.9803
C -3.9806 -1.1545 -1.6958
C -4.3190 -2.1280 -0.8368
N -3.9043 -1.7472 0.4340
C -3.3356 -0.4959 0.3347
S -2.7762 0.5546 1.5321
C -4.0841 -2.7073 1.5604
C -3.2377 -2.4096 2.7949
C -5.5665 -2.7009 1.9432
C -3.6711 -4.0962 1.0499
C -3.3280 3.6347 -1.2660
S -1.8655 4.1220 -1.9500
H -3.6587 7.7411 -0.4828
H -3.2761 6.7375 -1.8907
H -2.4710 6.4315 -0.3587
H -6.0309 7.3341 -0.7652
H -6.6950 5.6981 -0.8193
H -5.7093 6.2903 -2.1617
H -4.6560 6.9158 1.4595
H -3.8786 5.3278 1.6036
H -5.6365 5.4436 1.4662
H -6.3090 3.8076 0.0484
H -5.4417 1.2984 -0.4688
H -1.6761 1.3201 -1.1023
H -4.7598 1.5545 -3.5022
H -3.8940 1.6197 -6.0749
H -1.9890 -0.6424 -7.0943
H -0.4486 -0.7933 -6.2310
H -0.4781 -0.1701 -7.8960
H -2.7824 1.5620 -7.8396
H -1.2579 2.3374 -8.2523
H -2.2674 3.0279 -6.9784
H 0.8960 1.2119 -5.7077
H 0.1189 2.7836 -5.5723
H 0.6209 2.1763 -7.1610
H -4.1140 -1.1016 -2.7620
H -4.8100 -3.0630 -1.0316
H -3.5493 -1.4956 3.2851
H -2.1862 -2.3193 2.5254
H -3.3510 -3.2425 3.4923
H -5.8469 -1.7294 2.3530
H -5.7564 -3.4675 2.6955
H -6.1951 -2.9040 1.0743
H -2.7028 -4.0356 0.5524
H -4.4030 -4.5089 0.3542
H -3.5911 -4.7817 1.8931
C 0.7693 3.7867 3.3176
C -0.4803 4.0841 2.4729
N -0.1635 4.1140 1.0570
C 0.3683 5.3518 0.5300
C 1.8744 5.5392 0.7493
S 2.8714 4.0502 0.3961
C 3.6315 3.7069 2.0151
C 2.9272 2.6571 2.8926
N 1.4862 2.6521 2.7562
H 0.4625 3.6152 4.3580
H 1.4244 4.6585 3.3166
H -0.9263 5.0287 2.8249
H -1.2074 3.2836 2.6358
H -0.9874 3.8767 0.5128
H -0.1343 6.2378 0.9549
H 0.1762 5.3465 -0.5432
H 2.1037 5.8401 1.7699
H 2.2323 6.3267 0.0864
H 3.7299 4.6631 2.5286
H 4.6348 3.3456 1.7872
H 3.2593 2.8160 3.9326
H 3.2768 1.6720 2.5849
H 1.1164 1.7992 3.1522
C 2.7644 -2.8781 1.4634
C 1.7855 -3.8700 2.0822
As 2.4683 -5.7311 2.2446
C 4.1352 -5.3906 3.2162
C 4.2667 -4.3603 4.1415
C 5.4500 -4.1834 4.8449
C 6.5140 -5.0503 4.6460
C 6.3813 -6.1084 3.7572
C 5.1996 -6.2762 3.0522
C 3.1552 -5.8408 0.4068
C 4.4116 -5.4106 -0.0117
C 4.7472 -5.4093 -1.3581
C 3.8251 -5.8259 -2.3080
C 2.5708 -6.2608 -1.9036
C 2.2456 -6.2762 -0.5548
P 1.9877 -1.2052 1.2556
C 1.7394 -0.7762 3.0281
C 0.4190 -0.4605 3.3614
C 0.0545 -0.1850 4.6726
C 1.0098 -0.2169 5.6770
C 2.3206 -0.5545 5.3640
C 2.6797 -0.8430 4.0559
C 3.5142 -0.3713 0.6246
C 3.4727 -0.0370 -0.7297
C 4.5867 0.4740 -1.3803
C 5.7699 0.6502 -0.6810
C 5.8292 0.3161 0.6651
C 4.7135 -0.1932 1.3130
H 3.0337 -3.2028 0.4581
H 3.6880 -2.7926 2.0392
H 0.8841 -3.9204 1.4678
H 1.4677 -3.5427 3.0754
H 3.4347 -3.6898 4.3269
H 5.5402 -3.3719 5.5572
H 7.4398 -4.9115 5.1897
H 7.1957 -6.8082 3.6190
H 5.0979 -7.1034 2.3579
H 5.1368 -5.0660 0.7151
H 5.7296 -5.0750 -1.6679
H 4.0895 -5.8151 -3.3580
H 1.8483 -6.5922 -2.6395
H 1.2686 -6.6299 -0.2421
H -0.3436 -0.4389 2.5866
H -0.9771 0.0568 4.8987
H 0.7387 0.0097 6.7002
H 3.0710 -0.5994 6.1442
H 3.7015 -1.1350 3.8557
H 2.5627 -0.2140 -1.2947
H 4.5297 0.7345 -2.4294
H 6.6447 1.0439 -1.1822
H 6.7530 0.4451 1.2159
H 4.7969 -0.4517 2.3586
C -0.2671 -3.8844 -3.6675
C 0.5768 -3.1515 -2.6223
C -0.0801 -3.0982 -1.3283
N -0.5875 -3.1128 -0.2972
H 0.2531 -3.8786 -4.6245
H -1.2247 -3.3806 -3.7963
H -0.4489 -4.9173 -3.3710
H 0.7383 -2.1244 -2.9479
H 1.5462 -3.6395 -2.4915
*
```

Computed properties:
Orbital gap ... 7.0937 eV
DFT total energy ... -6891.91314 hartree
Highest occupied orbital energy ... -6.78 eV

=====

No. 2
Computed, not measured: a 2-piece molecular cluster, C3H5N2OS overall at a distorted geometry, with wB97M-V/def2-TZVPD.

Structure (ORCA input):
```
! wB97M-V def2-TZVPD RIJCOSX def2/J DEFGRID3
* xyz 1 1
C -1.4712 -0.4520 -1.1092
C -0.0763 -0.7773 0.6144
C -0.5642 0.4927 0.7271
N -1.4583 0.6637 -0.3642
N -0.6186 -1.2757 -0.5367
O 2.9148 0.8991 0.6708
S 2.6243 -0.7315 0.7537
H -1.8783 -0.6168 -2.1622
H -0.3797 1.3155 1.3725
H 3.3046 1.1931 1.5172
H -1.8952 1.5457 -0.8091
H -0.5021 -2.2565 -0.6744
*
```

Computed properties:
Orbital gap (spin up / spin down) ... 7.3884 / 7.5350 eV
DFT total energy ... -699.86302 hartree
Highest occupied orbital energy (spin up / spin down) ... -13.76 / -13.54 eV